Formula: C4H7N3O
Source: the Open Molecules 2025 dataset
Level of theory: wB97M-V/def2-TZVPD

Calculated values
Structure (SMILES): [H]/N=C/NC(=O)NC=C
E_LUMO, eV: 0.65

Each line ends with the Mulliken charge.
Geometry (Å):
H 0.28596 2.38454 2.23480  0.21
N 0.00922 1.80971 1.43571  -0.66
C -1.01411 0.96193 1.70149  0.07
N -1.49879 0.07046 0.82945  -0.09
C -0.83281 -0.55617 -0.28751  0.49
O -1.31572 -1.41576 -0.96477  -0.58
N 0.43882 -0.16640 -0.38498  -0.09
C 1.41487 -0.62479 -1.22992  0.04
C 2.69845 -0.24322 -1.33904  -0.76
H -1.74878 1.08524 2.62795  0.27
H -2.41003 -0.25187 0.88975  0.21
H 0.72798 0.47893 0.33249  0.14
H 1.10618 -1.54997 -1.81886  0.24
H 3.33485 -0.78389 -1.99924  0.29
H 2.98653 0.74022 -0.78016  0.22

---

Formula: H24O12
Source: the Open Molecules 2025 dataset
Level of theory: wB97M-V/def2-TZVPD

Calculated values
Structure (SMILES): O.O.O.O.O.O.O.O.O.O.O.O
E_LUMO, eV: -0.21

Each line ends with the Mulliken charge.
Geometry (Å):
O 0.44754 -0.34339 0.55387  -0.59
H 1.11204 0.23662 0.14238  0.27
H -0.33530 0.04456 0.02718  0.32
O -4.12136 -1.77777 -1.90065  -0.63
H -3.94717 -1.70118 -0.95935  0.32
H -4.41972 -2.69975 -2.00724  0.32
O 1.43023 0.75233 -2.86894  -0.59
H 2.09153 0.02165 -2.77294  0.32
H 1.74573 1.12708 -3.69981  0.27
O -1.72355 3.23119 3.47153  -0.61
H -1.79191 3.79308 4.25908  0.32
H -0.91560 3.33341 3.03579  0.30
O 2.58003 -3.45610 0.83448  -0.56
H 3.13399 -3.78273 1.57814  0.29
H 2.75225 -2.56155 0.74365  0.27
O 1.41722 3.97873 -0.28745  -0.62
H 1.89307 3.07879 -0.19899  0.31
H 1.61587 4.37243 0.55875  0.31
O 0.55424 -3.79098 -0.76735  -0.54
H 0.49144 -2.90488 -0.90888  0.29
H -0.23057 -4.16296 -1.27568  0.28
O 0.21656 -1.64188 4.25894  -0.62
H 0.01050 -0.84146 3.75504  0.32
H 0.29442 -2.30661 3.65925  0.30
O 5.19912 1.99428 -0.42067  -0.63
H 4.72130 2.89346 -0.49242  0.33
H 5.93532 2.16780 0.11306  0.30
O -0.57986 -2.77991 1.10364  -0.48
H -0.65566 -2.30286 0.28228  0.20
H -1.45393 -3.18010 1.21072  0.25
O -1.12690 0.71723 -4.23189  -0.57
H -1.47571 0.01225 -3.79236  0.27
H -1.90934 1.27329 -4.18500  0.29
O -4.38354 2.22546 0.69714  -0.62
H -4.84288 2.14960 -0.17826  0.33
H -3.72938 2.83085 0.66296  0.29

---

Formula: C29H83N6O13S
Source: the Open Molecules 2025 dataset
Level of theory: wB97M-V/def2-TZVPD

Calculated values
Charge: +1
E_LUMO, eV: -5.77

Each line ends with the Mulliken charge.
Geometry (Å):
O 6.14743 7.88754 3.74412  -0.35
H 6.19317 8.27926 2.86887  0.41
H 5.79985 6.99336 3.70906  0.42
H 7.03297 7.86500 4.11415  0.56
O 8.12625 4.61431 4.32934  -0.40
H 8.87639 5.11013 4.66557  0.01
H 7.37792 5.21398 4.37404  0.49
H 8.29096 4.42511 3.40269  0.44
O 9.98751 6.73581 1.41978  -0.37
H 9.43488 7.37548 0.96477  0.49
H 9.63256 5.85035 1.52731  0.47
H 10.06841 7.07728 2.31334  0.11
S 9.81361 7.29451 4.84344  0.65
O 8.43563 7.36817 4.49869  -0.32
O 10.00661 8.17224 6.01882  -1.24
O 10.06735 5.89273 5.04555  -0.74
O 10.60457 7.77412 3.66856  -0.05
C 13.46048 6.48561 6.43610  -1.24
C 14.01489 6.92365 5.11826  0.34
C 13.59917 5.90072 4.05358  -0.14
O 13.99884 6.38337 2.73298  -0.39
C 13.34219 5.76516 1.61952  -0.41
N 13.44906 8.26095 4.91718  -0.51
H 13.85695 5.47717 6.55423  0.23
H 12.37131 6.48571 6.47873  -0.22
H 13.82057 7.11615 7.24903  0.66
H 15.10148 6.96272 5.04138  0.66
H 12.52240 6.06342 4.00667  -0.37
H 13.78565 4.86390 4.33345  0.50
H 12.35192 5.38628 1.87233  -0.06
H 13.96371 4.91276 1.34526  0.34
H 13.32826 6.48917 0.80483  0.23
H 12.44031 8.22524 4.95249  -0.06
H 13.63685 8.29640 3.92543  0.06
C 6.33421 6.00320 9.95057  -1.92
C 6.83004 5.38965 8.65750  1.90
C 6.16286 4.06048 8.47216  -0.78
O 6.57687 3.13013 9.44849  -0.33
C 6.26035 1.84996 9.06992  -0.67
N 6.60471 6.26859 7.55643  -0.73
H 6.70339 7.02038 10.08150  0.49
H 6.75137 5.44310 10.78745  0.38
H 5.24595 6.05982 9.97458  0.37
H 7.90084 5.23494 8.78996  -0.51
H 6.62522 3.76703 7.52970  0.17
H 5.09226 4.10100 8.27148  0.43
H 6.98317 1.31252 8.45608  0.13
H 5.30725 1.68553 8.56726  0.34
H 6.22144 1.33415 10.02936  0.30
H 6.96086 7.19444 7.74634  0.35
H 7.30240 6.00881 6.87389  0.10
C 9.63055 13.64372 2.13636  -1.52
C 8.94942 12.21189 2.17374  2.39
C 8.00037 12.02959 3.33227  -0.77
O 8.72620 11.67006 4.45110  -0.34
C 8.01048 10.73607 5.28101  -0.22
N 8.38472 11.92475 0.82050  -0.71
H 10.34990 13.69490 1.31903  0.38
H 10.26824 13.90652 2.98039  0.35
H 8.90223 14.45177 2.20481  0.37
H 9.66267 11.38826 2.14208  -0.93
H 7.18267 11.33800 3.12937  0.26
H 7.37644 12.88812 3.58072  0.33
H 6.98641 11.04296 5.49363  0.52
H 8.52963 10.64871 6.23545  0.16
H 7.94694 9.77932 4.76266  -0.33
H 9.08175 11.53662 0.20115  0.29
H 7.63593 11.24799 0.78284  0.20
C 9.33463 7.81678 9.19380  -1.05
C 10.80292 8.12870 9.52034  0.32
C 11.63637 6.83689 10.05058  0.51
O 12.95790 7.06946 10.20107  -0.41
C 13.90348 5.92788 10.13407  -0.53
N 11.38688 8.60614 8.26216  -0.59
H 9.44684 6.92829 8.57244  -0.08
H 8.79887 8.62492 8.69583  0.29
H 8.75122 7.54784 10.07437  0.49
H 10.63009 8.89141 10.27961  0.31
H 11.63580 6.08532 9.26112  -0.64
H 11.23315 6.38257 10.95563  0.61
H 13.56214 5.09235 10.74520  0.34
H 14.91797 6.15025 10.46491  0.30
H 14.03036 5.57048 9.11217  0.07
H 12.09616 7.89854 8.13438  0.04
H 10.79901 8.38936 7.47000  0.59
C 12.23382 10.25859 0.58609  -1.25
C 12.88202 10.48997 1.97632  1.05
C 13.52686 11.88251 2.18710  -0.86
O 14.25662 12.33726 1.02398  -0.41
C 15.43134 11.51158 0.81504  -0.62
N 11.80590 10.33237 2.94533  -0.22
H 11.65507 9.34233 0.46946  0.18
H 13.00725 10.21684 -0.18084  0.40
H 11.56452 11.02893 0.20307  0.27
H 13.58284 9.66972 2.13171  0.17
H 14.16777 11.81990 3.06654  0.34
H 12.86836 12.71926 2.42022  0.25
H 16.19607 11.80789 1.53301  0.31
H 15.72685 11.83076 -0.18441  0.24
H 15.17946 10.45122 0.83173  0.26
H 11.84657 9.36602 3.23623  -0.07
H 10.87440 10.48831 2.58742  -0.56
C 11.92019 0.70738 4.45853  -1.52
C 10.55341 1.27357 4.85407  1.23
C 9.74381 0.10919 5.63350  -1.28
C 10.37702 -0.16421 7.08608  -0.73
C 10.31968 1.25300 7.72516  -1.44
C 11.21571 2.43389 7.12608  2.05
N 10.82014 2.44780 5.71735  0.27
O 11.36552 3.51197 5.03885  0.52
C 10.65937 3.67488 7.88924  -1.36
C 12.71044 2.28488 7.48843  -1.57
C 9.74898 1.70028 3.52471  -1.34
H 11.89250 0.13420 3.53181  0.52
H 12.31346 -0.05772 5.12791  0.30
H 12.67526 1.47893 4.30799  0.13
H 8.76625 0.53990 5.85021  0.34
H 9.74231 -0.76556 4.98318  0.42
H 11.37855 -0.59171 7.03810  0.40
H 9.63129 -0.87087 7.45024  0.42
H 10.68034 1.12446 8.74570  0.49
H 9.31080 1.63868 7.87189  0.31
H 10.42096 3.56839 8.94750  0.68
H 11.42790 4.44782 7.88450  -0.66
H 9.81521 4.09506 7.34249  0.08
H 13.29597 3.12477 7.11447  0.16
H 12.77220 2.31401 8.57629  0.41
H 13.18679 1.40847 7.04901  0.38
H 9.21384 0.90207 3.01034  0.44
H 10.33138 2.43026 2.96253  0.37
H 8.87788 2.31265 3.75770  -0.11
H 10.67203 4.12822 5.28566  0.37